# 1
Density functional theory data (ωB97M-V/def2-TZVPD) for a cluster of 2 separate species, C3HFN2O2 in total at a distorted geometry.

Summary:
Energy ... -474.72851 Ha
SMILES string ... N#CN=C=O.O=CF
Net charge ... 0
Spin multiplicity ... 1

Geometry (Å):
F -0.34753 -0.08835 -1.42330
O -1.24920 1.26196 0.79439
O -0.91827 -1.61152 0.07321
N 1.04159 0.75500 0.86691
N 2.96040 -0.48565 -0.08927
C -0.15856 0.93734 0.80350
C -1.28365 -0.71183 -0.65499
C 2.05681 0.02458 0.38650
H -2.10158 -0.08154 -0.75695

Forces on atoms 1 to 2 (eV/Å):
F 0.08 -0.38 -0.63
O -2.11 0.89 0.49

Atomic partial charges in e from the Mulliken method, atoms 1 to 6: -0.2386, -0.3751, -0.4425, -0.4614, -0.3698, 0.8041


# 2
Density functional theory data (ωB97M-V/def2-TZVPD) for a structure of composition C3HFN2O2 at a distorted geometry.

Summary:
Energy ... -474.64068 Ha
Net charge ... 0
Spin multiplicity ... 1

Geometry (Å):
F 0.62765 1.91778 1.35817
O 0.05874 -1.27832 -0.98361
O -1.16651 -0.11827 -2.47950
N 0.12126 -1.34650 0.36123
N 0.09876 0.95021 -0.80723
C -0.33268 -0.08798 -1.48799
C 0.26796 0.91081 0.46037
C 0.26718 -0.32000 1.14425
H 0.05764 -0.62773 2.43432

Forces on atoms 1 to 2 (eV/Å):
F -0.61 -0.65 -2.75
O 0.16 -0.48 0.51

Atomic partial charges in e from the Mulliken method, atoms 1 to 6: -0.2197, -0.0815, -0.5330, -0.1990, -0.3902, 0.5435


Calculated values (kcal/mol) of energy relative to the best compared isomer or geometry (same formula, charge and spin) for the records, taken in order: 14.8 69.9.
Calculated values (eV) of frontier orbital gap for the records, taken in order: 11.62 9.56.